Entry 1:
Formula: C11H8F3NS5V
Source: the Open Molecules 2025 dataset
Level of theory: ωB97M-V with the def2-TZVPD basis set

The geometry in XYZ format:
```
29
Properties=species:S:1:pos:R:3
V 1.293 0.530 -0.640
C 1.556 1.259 1.531
C 2.600 1.698 0.688
C 2.129 2.810 -0.031
C 0.837 3.109 0.434
C 0.484 2.157 1.389
H 1.644 0.484 2.287
H 3.623 1.330 0.701
H 2.715 3.421 -0.714
H 0.215 3.927 0.095
H -0.455 2.111 1.926
F -4.389 -1.874 -0.990
C -3.773 -0.845 -0.314
F -4.103 0.247 -0.994
F -4.521 -0.771 0.840
C -2.349 -1.137 -0.037
C -2.119 -2.320 0.692
C -0.808 -2.671 0.985
C 0.220 -1.883 0.510
N 0.023 -0.756 -0.200
C -1.262 -0.344 -0.450
S -1.371 1.152 -1.225
H -2.957 -2.921 1.016
H -0.590 -3.559 1.562
H 1.258 -2.146 0.698
S 1.240 0.574 -2.966
S 2.750 -0.563 -3.787
S 2.918 -2.062 -2.341
S 3.193 -0.958 -0.664
```

Calculated values
Max |F| in eV/A: 3.8
Spin multiplicity: 2
LUMO (spin up / spin down) in Ha: 0.1923 / 0.1925
Relative energy (zero: lowest compared OMol25 entry of this formula, charge and spin) in kJ/mol: 160.96
Kohn-Sham gap (spin up / spin down) in eV: 4.95 / 3.94
HOMO level (spin up / spin down) in eV: 0.28 / 1.30
<S²>: 0.8501
Charge: -2

=====

Entry 2:
Formula: C11H9AsBBr2N3ReS4
Source: the Open Molecules 2025 dataset
Level of theory: ωB97M-V with the def2-TZVPD basis set

The geometry in XYZ format:
```
32
Properties=species:S:1:pos:R:3
Re 0.850 0.756 -0.290
Br -4.795 -2.889 -0.879
C -3.275 -1.881 -0.747
C -2.867 -1.062 -1.796
C -1.723 -0.315 -1.654
N -0.968 -0.354 -0.531
C -1.367 -1.149 0.488
C -2.499 -1.919 0.418
C -0.446 -1.121 1.637
C -0.663 -1.804 2.797
C 0.287 -1.759 3.828
Br 0.010 -2.664 5.375
C 1.459 -1.017 3.632
C 1.625 -0.334 2.470
N 0.683 -0.334 1.453
H -3.432 -1.003 -2.717
H -1.400 0.339 -2.448
H -2.799 -2.558 1.236
H -1.563 -2.388 2.930
H 2.234 -0.981 4.387
H 2.519 0.240 2.300
S 2.362 5.584 0.071
As 1.721 3.662 0.664
S 2.797 1.766 0.357
S -0.176 2.657 0.129
S 2.058 5.083 2.191
B 1.639 0.942 -4.704
C 1.381 0.831 -3.308
N 1.116 0.800 -2.116
H 2.843 1.011 -4.967
H 1.301 -0.132 -5.196
H 1.089 1.995 -5.011
```

Calculated values
Max |F| in eV/A: 1.2
LUMO in Ha: -0.4833
Relative energy (zero: lowest compared OMol25 entry of this formula, charge and spin) in kJ/mol: 16.57
Kohn-Sham gap in eV: 5.15
HOMO level in eV: -18.30
Charge: +3